No. 1
This record from the Open Molecules 2025 dataset describes a 2-piece molecular cluster, C5H6O2 overall in a non-equilibrium geometry. The level of theory is ωB97M-V/def2-TZVPD.

```
! wB97M-V def2-TZVPD RIJCOSX def2/J DEFGRID3
* xyz 0 1
O 1.946 0.980 -0.787
C 1.191 -0.116 -1.063
C 0.231 -0.595 -0.292
C -0.508 -0.531 0.977
C -0.790 -1.616 -0.059
C -0.280 2.758 0.392
O -1.351 3.096 0.231
H 1.480 -0.565 -2.012
H -1.277 0.227 1.118
H -0.022 -0.848 1.898
H -1.738 -1.552 -0.592
H -0.463 -2.627 0.176
H 1.581 1.389 0.013
*
```

Here are the Mulliken charges for atoms 1 to 4, given in e: O -0.496; C -0.019; C 0.110; C -0.506


No. 2
This record from the Open Molecules 2025 dataset describes a 2-piece molecular cluster, C5H6O2 overall. The level of theory is ωB97M-V/def2-TZVPD.

```
! wB97M-V def2-TZVPD RIJCOSX def2/J DEFGRID3
* xyz 0 1
C -0.647 1.370 0.913
C -0.522 0.098 0.539
O -2.248 -2.069 -0.804
C 0.652 -0.398 -0.219
O 0.576 -1.353 -0.978
C 1.926 0.284 -0.018
C 2.994 0.809 0.173
H -1.550 1.724 1.403
H -2.617 -1.303 -1.260
H 0.132 2.103 0.718
H -1.316 -0.635 0.670
H -1.303 -2.044 -1.035
H 3.944 1.268 0.340
*
```

Summary:
SMILES	C#CC(=O)C=C.O

Here are the Mulliken charges for atoms 1 to 4, given in e: C -0.754; C -0.333; O -0.694; C 0.535


Energy above the lowest of the compared OMol25 structures with the same formula, charge and spin per entry: 51.7, 62.9 kcal/mol
Highest occupied orbital energy per entry: -8.7, -10.7 eV